1.
This record from the Open Molecules 2025 dataset describes the molecule C5H3Cl2N3. The level of theory is the ωB97M-V functional and the def2-TZVPD basis.

```
13
Properties=species:S:1:pos:R:3:forces:R:3
C 0.23506 1.85018 0.63790 -0.16 0.59 0.66
C 0.47303 -1.22780 0.78977 0.08 0.17 -0.02
C -0.23366 0.30332 -1.48026 2.11 -0.35 3.66
C 1.09435 0.89406 0.04610 -1.87 -1.10 -3.44
C -0.88887 -1.23865 0.16869 -0.10 0.30 0.12
N -0.42348 2.65550 1.12181 -0.11 0.26 0.06
N 1.34491 -0.31686 0.66039 0.34 -0.55 0.86
N -0.88064 -0.70546 -1.16973 -0.35 0.51 -1.04
Cl -0.13199 1.08809 -2.91954 -0.06 0.60 -1.11
Cl -2.02815 -0.26195 1.17169 0.01 -0.42 -0.04
H 0.78995 -2.12156 1.30970 -0.02 -0.22 0.08
H 1.96454 1.32161 -0.43934 -0.04 0.07 -0.01
H -1.31505 -2.24048 0.10280 0.18 0.13 0.23
```
Positions in Å, forces in eV/Å.

Properties
* LUMO: -0.64 eV
* gap between HOMO and LUMO: 8.35 eV
* HOMO energy: -8.984 eV
* 2S+1: 1

Taken from the natural (NBO) analysis, the atomic charges in e are: 0.221, 0.129, 0.253, -0.152, -0.115, -0.283, -0.386, -0.468, 0.130, -0.012, 0.200, 0.247, 0.236

---

2.
This record from the Open Molecules 2025 dataset describes the molecule C5H3Cl2N3O2. The level of theory is the ωB97M-V functional and the def2-TZVPD basis.

```
15
Properties=species:S:1:pos:R:3:forces:R:3
C -1.14279 -1.03035 1.85342 0.93 -1.00 1.43
C -2.26474 0.27186 0.06440 -0.07 1.44 -1.03
C -0.07908 1.03295 -0.56938 -1.00 -1.98 1.05
C 0.78653 1.28207 0.67843 1.41 -0.71 -2.29
C 0.74027 -0.05405 0.07137 1.59 -1.32 -1.74
N -1.87421 -0.57782 1.07817 -0.63 0.90 -1.35
N -1.51761 1.05517 -0.61398 -1.76 -1.60 1.21
N 1.50053 -1.11494 -0.33139 -2.18 1.04 2.12
O 2.44312 -1.68876 0.21107 0.54 1.20 0.20
O 0.88632 -1.94532 -1.25543 0.56 0.13 -1.05
Cl -4.03819 0.21961 -0.14586 1.37 0.24 -0.03
Cl 2.12991 2.34315 0.29207 0.55 0.24 0.20
H 1.67036 -2.52189 -1.47431 -1.03 0.41 0.21
H 0.24429 1.33686 -1.54055 0.77 0.72 -0.11
H 0.51529 1.39146 1.68200 -1.05 0.30 1.17
```
Positions in Å, forces in eV/Å.

Properties
* LUMO: -0.49 eV
* gap between HOMO and LUMO: 9.04 eV
* HOMO energy: -9.528 eV
* 2S+1: 1

Taken from the natural (NBO) analysis, the atomic charges in e are: 0.396, 0.419, -0.095, -0.229, 0.022, -0.607, -0.376, 0.407, -0.430, -0.518, 0.024, -0.008, 0.494, 0.246, 0.254

---

3.
This record from the Open Molecules 2025 dataset describes an isolated ion of composition C5H3ClN3O2 and charge +1. The level of theory is the ωB97M-V functional and the def2-TZVPD basis.

```
14
Properties=species:S:1:pos:R:3:forces:R:3
N 2.69196 0.33032 0.18839 -2.63 -6.02 -2.92
C 1.36246 0.12974 -0.12589 3.43 0.77 1.77
C 0.39158 0.89880 0.46245 -1.27 1.97 0.53
N -0.47733 1.62926 0.77475 1.73 -0.54 -0.04
O -1.24179 2.39407 1.17679 -0.65 0.41 0.08
N 0.92617 -0.93774 -0.80503 2.04 -0.52 -0.66
C -0.34651 -1.20020 -0.62653 -5.31 -0.25 1.23
C -1.46501 -1.03015 -0.12149 2.98 -0.59 -1.39
C -2.79016 -0.47180 0.06982 0.14 -2.13 -2.83
O -3.15567 0.26845 0.87083 -0.39 1.99 2.69
Cl -3.82194 -0.96129 -1.25258 -0.20 -0.29 -0.23
H 3.15517 1.03675 0.60528 0.84 3.45 1.71
H 3.26263 -0.55046 0.18774 -0.66 1.29 -0.38
H 1.50845 -1.53576 -1.40452 -0.05 0.47 0.45
```
Positions in Å, forces in eV/Å.

Properties
* LUMO: -6.22 eV
* gap between HOMO and LUMO: 8.20 eV
* HOMO energy: -14.421 eV
* charge: +1
* SMILES: NC(=C=[N+]=O)NC#CC(=O)Cl
* 2S+1: 1

Taken from the natural (NBO) analysis, the atomic charges in e are: -0.691, 0.496, 0.015, 0.360, -0.169, -0.538, 0.180, -0.041, 0.462, -0.424, 0.019, 0.437, 0.426, 0.468

---

4.
This record from the Open Molecules 2025 dataset describes the molecule C5H3ClN4O2. The level of theory is the ωB97M-V functional and the def2-TZVPD basis.

```
15
Properties=species:S:1:pos:R:3:forces:R:3
N -1.19757 -0.52518 -2.62549 -0.05 -0.09 -0.35
C -1.42800 -0.37537 -1.51376 0.16 -0.19 -0.52
C -1.75393 -0.24011 -0.13446 -0.44 -0.47 0.64
N -1.37884 -1.05487 0.77048 -1.23 0.83 0.03
C -0.26102 -1.70706 0.98849 1.39 -0.04 0.07
C 0.98695 -1.11397 0.89048 -0.79 -0.79 -0.04
Cl 2.33462 -1.91458 1.62304 0.11 -0.09 0.04
C 1.21550 0.18902 0.41225 0.41 1.49 -0.38
N 0.33446 0.84650 -0.27811 -0.38 -1.51 0.49
N 0.57805 2.14286 -0.67195 0.65 0.21 0.32
O 1.71904 2.52670 -0.73089 0.58 0.41 -0.13
O -0.41294 2.76003 -0.95992 -0.39 0.36 -0.14
H -2.54661 0.46400 0.09854 -0.01 0.03 0.01
H -0.35992 -2.66563 1.48279 0.10 -0.07 -0.03
H 2.17022 0.66766 0.64852 -0.10 -0.07 -0.01
```
Positions in Å, forces in eV/Å.

Properties
* LUMO: -1.60 eV
* gap between HOMO and LUMO: 7.85 eV
* HOMO energy: -9.452 eV
* SMILES: N#C\C=N/C=C(Cl)\C=N\[N+](=O)[O-]
* 2S+1: 1

Taken from the natural (NBO) analysis, the atomic charges in e are: -0.233, 0.204, 0.144, -0.379, 0.107, -0.207, 0.029, 0.128, -0.371, 0.627, -0.386, -0.359, 0.237, 0.229, 0.230

---

5.
This record from the Open Molecules 2025 dataset describes the molecule C5H3ClO2. The level of theory is the ωB97M-V functional and the def2-TZVPD basis.

```
11
Properties=species:S:1:pos:R:3:forces:R:3
C 2.11507 1.76776 -0.08909 -2.76 -3.60 0.81
C 1.33569 0.85004 0.20272 2.26 3.45 -0.03
C 0.32684 -0.05032 0.74744 -1.31 -0.24 -0.69
Cl -0.76951 0.69641 1.93121 0.21 0.13 0.03
C -0.52468 -0.59930 -0.47109 1.76 0.81 0.58
O -1.69866 -0.67553 -0.58187 -0.25 0.03 0.40
C 0.42579 -0.99823 -1.61089 0.79 -1.12 -1.28
O -0.07589 -1.62727 -2.51063 0.91 0.56 0.34
H 2.83631 2.43541 -0.45597 0.40 0.53 -0.14
H 0.77662 -0.90093 1.24812 0.21 -0.17 0.00
H 1.59291 -0.77088 -1.55729 -2.22 -0.37 -0.02
```
Positions in Å, forces in eV/Å.

Properties
* LUMO: -0.89 eV
* gap between HOMO and LUMO: 9.02 eV
* HOMO energy: -9.910 eV
* SMILES: C#C[C@@H](Cl)C(=O)C=O
* 2S+1: 1

Taken from the natural (NBO) analysis, the atomic charges in e are: -0.157, -0.062, -0.392, 0.013, 0.497, -0.419, 0.296, -0.437, 0.244, 0.264, 0.153

---

6.
This record from the Open Molecules 2025 dataset describes the molecule C5H3F3. The level of theory is the ωB97M-V functional and the def2-TZVPD basis.

```
11
Properties=species:S:1:pos:R:3:forces:R:3
C 2.41456 -0.27849 1.21847 1.30 -0.10 -0.92
C 1.59660 -0.00662 0.36249 0.10 -0.19 0.34
C 0.49393 0.12549 -0.62773 -2.26 1.38 2.51
C -0.88074 -0.32426 0.04532 1.09 0.43 -0.35
F -0.72871 -1.41925 0.85475 -0.82 1.20 -0.62
C -2.02872 0.33080 -0.20181 2.64 -0.65 -0.02
F -3.19598 0.21437 0.31554 -1.19 -0.59 0.63
F -2.00684 1.30668 -1.09530 -0.14 0.42 -0.18
H 3.41140 -0.55421 1.67040 -2.05 0.57 -0.40
H 0.32303 1.11665 -1.12047 0.50 -0.57 0.97
H 0.60147 -0.51115 -1.42166 0.85 -1.90 -1.95
```
Positions in Å, forces in eV/Å.

Properties
* LUMO: 0.82 eV
* gap between HOMO and LUMO: 10.53 eV
* HOMO energy: -9.704 eV
* SMILES: C#CCC(F)=C(F)F
* 2S+1: 1

Taken from the natural (NBO) analysis, the atomic charges in e are: -0.231, -0.019, -0.512, 0.245, -0.309, 0.654, -0.274, -0.309, 0.257, 0.258, 0.240

---

7.
This record from the Open Molecules 2025 dataset describes the molecule C5H3N. The level of theory is the ωB97M-V functional and the def2-TZVPD basis.

```
9
Properties=species:S:1:pos:R:3:forces:R:3
C -0.38601 0.40117 -1.07040 -0.41 0.31 0.79
C -0.34788 -0.41078 -2.11604 -1.05 1.47 1.04
C 0.07724 -0.96339 -3.15957 0.38 -0.84 -1.40
C 0.69218 0.12694 -0.01415 -1.59 -4.35 -2.37
C 1.27954 1.30588 0.29519 1.46 3.09 2.58
N 1.75530 2.27398 0.67287 0.32 0.70 -0.17
H -1.12083 1.26636 -0.81049 1.21 -1.71 -0.86
H 0.20586 -0.52883 0.74835 0.56 1.02 0.10
H 1.48902 -0.51348 -0.48303 -0.89 0.30 0.28
```
Positions in Å, forces in eV/Å.

Properties
* LUMO: -2.05 eV
* gap between HOMO and LUMO: 8.52 eV
* HOMO energy: -10.565 eV
* 2S+1: 1

Taken from the natural (NBO) analysis, the atomic charges in e are: 0.068, -0.450, 0.161, -0.585, 0.249, -0.265, 0.248, 0.288, 0.286

---

8.
This record from the Open Molecules 2025 dataset describes the molecule C5H3N. The level of theory is the ωB97M-V functional and the def2-TZVPD basis.

```
9
Properties=species:S:1:pos:R:3:forces:R:3
C 0.87424 -0.82688 0.89858 -1.05 0.13 0.58
C 2.06230 -1.17169 0.65708 0.64 -0.25 0.11
C 0.23445 0.27856 0.09583 0.45 -0.26 0.68
C -0.59701 -0.48076 0.99958 -0.04 -0.08 -0.20
C 1.18369 0.57962 -2.10020 -0.39 -0.33 -0.66
N 0.53818 0.56440 -1.08794 0.17 0.38 -0.62
H -1.28359 -1.22468 0.60471 0.06 -0.02 -0.03
H -0.91349 -0.00998 1.92109 0.06 0.02 0.06
H 1.84301 1.33009 -2.49375 0.09 0.42 0.09
```
Positions in Å, forces in eV/Å.

Properties
* LUMO: -0.49 eV
* gap between HOMO and LUMO: 7.86 eV
* HOMO energy: -8.347 eV
* 2S+1: 1

Taken from the natural (NBO) analysis, the atomic charges in e are: -0.434, 0.155, 0.141, -0.365, 0.088, -0.269, 0.239, 0.244, 0.201

---

9.
This record from the Open Molecules 2025 dataset describes C5H3N as an isolated structure. The level of theory is the ωB97M-V functional and the def2-TZVPD basis.

```
9
Properties=species:S:1:pos:R:3:forces:R:3
C 0.80641 1.21842 -0.40579 -0.89 0.84 0.78
C -0.27015 1.09921 0.25725 -1.57 1.80 1.18
C -0.24377 -0.77916 0.03925 -3.36 0.16 0.02
C 1.13646 -0.24204 -0.37090 1.46 -0.55 -1.97
C -1.31946 0.18016 0.65746 1.02 0.54 1.63
N -1.39152 -0.65186 -0.55373 1.46 -2.02 -0.25
H 1.20735 -0.54874 -1.44752 0.46 -0.21 1.05
H 2.07601 -0.33052 0.19729 -0.67 -0.91 -0.17
H -2.00133 0.05452 1.62671 2.09 0.35 -2.28
```
Positions in Å, forces in eV/Å.

Properties
* LUMO (alpha / beta): -0.39 / -0.39 eV
* gap between HOMO and LUMO (alpha / beta): 8.82 / 8.82 eV
* HOMO energy (alpha / beta): -9.207 / -9.207 eV
* 2S+1: 1

Taken from the natural (NBO) analysis, the atomic charges in e are: -0.152, 0.061, 0.281, -0.467, -0.196, -0.314, 0.261, 0.267, 0.259

---

10.
This record from the Open Molecules 2025 dataset describes a 2-piece molecular cluster, C5H3N3O2 overall. The level of theory is the ωB97M-V functional and the def2-TZVPD basis.

```
13
Properties=species:S:1:pos:R:3:forces:R:3
N 1.88301 3.04767 -1.36826 1.73 2.63 -1.17
C 1.23891 2.26628 -0.86173 -1.35 -1.57 1.27
N 0.64039 1.17449 -0.49074 -1.09 -2.06 1.16
C -0.51591 0.91082 0.02916 0.75 -0.25 -2.76
N -1.22592 -0.18469 -0.41334 0.63 0.07 -0.47
C -2.34717 -0.74860 0.21799 -1.00 0.22 2.75
C -1.45846 -1.63886 -0.03025 -0.14 1.56 -0.34
H -1.24364 1.60498 0.35445 -0.33 1.46 0.94
H -3.06002 -0.32351 0.97455 0.35 -0.82 -1.37
H -0.81669 -2.45025 -0.13926 0.39 -1.27 0.00
O 3.17483 -0.56509 0.86647 2.76 2.08 1.00
C 2.29822 -1.21044 0.57851 -0.22 -0.10 -0.29
O 1.43246 -1.88282 0.28246 -2.48 -1.95 -0.72
```
Positions in Å, forces in eV/Å.

Properties
* LUMO: -0.09 eV
* gap between HOMO and LUMO: 8.70 eV
* HOMO energy: -8.794 eV
* SMILES: N#C/N=C/N1C=C1.O=C=O
* 2S+1: 1

Taken from the natural (NBO) analysis, the atomic charges in e are: -0.390, 0.400, -0.564, 0.310, -0.419, -0.013, 0.010, 0.157, 0.244, 0.265, -0.485, 1.040, -0.554

---

11.
This record from the Open Molecules 2025 dataset describes the molecule C5H3N3O2. The level of theory is the ωB97M-V functional and the def2-TZVPD basis.

```
13
Properties=species:S:1:pos:R:3:forces:R:3
C -1.06634 -1.20965 -0.00482 0.50 -0.40 0.00
C -1.66537 -0.00213 -0.00800 -0.43 0.22 0.00
C 1.11465 0.05695 0.01179 -4.00 -1.92 0.08
C 0.39048 1.30682 0.03059 -1.57 -0.87 -0.02
C 0.35826 -1.38127 0.02659 -0.32 2.40 0.01
N 3.49899 -0.02197 -0.09639 4.87 -0.34 -0.20
N 2.38175 0.04869 -0.04303 -1.36 0.31 0.11
N -0.99207 1.17211 0.02081 0.08 0.10 -0.01
O 0.89170 2.41086 0.04605 1.21 1.21 0.01
O 0.98884 -2.40337 0.06055 0.87 -0.53 -0.02
H -1.65931 -2.11055 -0.02437 -0.03 -0.02 0.01
H -2.74226 0.08491 -0.03107 0.01 0.02 0.01
H -1.49931 2.04858 0.01130 0.17 -0.19 0.02
```
Positions in Å, forces in eV/Å.

Properties
* LUMO (alpha / beta): 0.16 / -3.28 eV
* gap between HOMO and LUMO (alpha / beta): 6.26 / 6.08 eV
* HOMO energy (alpha / beta): -6.106 / -9.360 eV
* 2S+1: 3

Taken from the natural (NBO) analysis, the atomic charges in e are: -0.419, 0.048, 0.160, 0.486, 0.452, 0.143, -0.114, -0.564, -0.535, -0.544, 0.243, 0.217, 0.426

---

12.
This record from the Open Molecules 2025 dataset describes a 2-piece molecular cluster, C5H3N5O2 overall. The level of theory is the ωB97M-V functional and the def2-TZVPD basis.

```
15
Properties=species:S:1:pos:R:3:forces:R:3
O 0.03114 0.50950 2.06928 -1.26 -0.17 1.69
C 0.83917 0.85580 1.30299 1.54 1.61 -1.84
N 1.50148 -0.07830 0.45672 1.52 1.34 -1.99
C 2.28282 0.19764 -0.71679 -1.61 -2.35 3.30
N 2.68095 -1.00100 -1.08178 1.13 2.21 -1.90
N 2.19570 -1.91184 -0.26138 -0.78 -0.86 0.42
N 1.44614 -1.38905 0.62820 0.18 0.04 0.71
H 1.19418 1.94973 1.08246 -0.55 -1.78 0.47
H 2.36607 1.21175 -1.07213 0.35 -0.34 -0.37
N -0.50401 1.04451 -0.82371 -0.56 0.53 -0.99
C -1.60196 0.72324 -0.68103 3.15 0.79 0.26
C -2.80395 0.25239 -0.27154 -2.36 -0.13 -0.47
C -2.89865 -1.05971 -0.09263 -0.78 0.68 -0.27
O -3.06807 -2.17471 0.02459 0.13 -0.91 0.38
H -3.66099 0.87005 -0.56325 -0.09 -0.66 0.60
```
Positions in Å, forces in eV/Å.

Properties
* LUMO: -0.22 eV
* gap between HOMO and LUMO: 10.03 eV
* HOMO energy: -10.254 eV
* SMILES: O=Cn1cnnn1.N#CC=C=O
* 2S+1: 1

Taken from the natural (NBO) analysis, the atomic charges in e are: -0.495, 0.585, -0.284, 0.171, -0.287, -0.058, -0.026, 0.143, 0.238, -0.397, 0.315, -0.680, 0.831, -0.359, 0.303

---

13.
This record from the Open Molecules 2025 dataset describes the molecule C5H3NO. The level of theory is the ωB97M-V functional and the def2-TZVPD basis.

```
10
Properties=species:S:1:pos:R:3:forces:R:3
N -3.20163 -0.01514 -0.33135 10.19 2.38 4.75
C -2.02686 0.24256 0.15214 -8.74 -1.53 -4.80
C -0.54949 0.32270 0.16626 -1.97 0.25 0.23
C 0.08512 -0.94903 0.02959 -0.33 -2.52 2.03
C 1.39077 -0.73148 -0.17040 -1.12 1.74 0.35
O 1.52912 0.60264 -0.22613 2.08 2.95 0.18
C 0.39356 1.33888 0.07329 -0.56 -4.43 -1.16
H -0.27361 -1.91834 0.48991 -0.07 1.28 -1.34
H 2.29693 -1.29100 -0.12737 0.21 -0.30 -0.30
H 0.35609 2.39822 -0.05594 0.31 0.20 0.06
```
Positions in Å, forces in eV/Å.

Properties
* LUMO: 0.33 eV
* gap between HOMO and LUMO: 10.06 eV
* HOMO energy: -9.732 eV
* SMILES: N#Cc1ccoc1
* 2S+1: 1

Taken from the natural (NBO) analysis, the atomic charges in e are: -0.299, 0.271, -0.238, -0.283, 0.120, -0.402, 0.132, 0.246, 0.221, 0.232

---

14.
This record from the Open Molecules 2025 dataset describes C5H3NO as an isolated structure. The level of theory is the ωB97M-V functional and the def2-TZVPD basis.

```
10
Properties=species:S:1:pos:R:3:forces:R:3
C -0.12660 -1.87192 0.76937 0.29 -0.01 0.26
C 0.97916 -1.26331 1.07280 -0.27 -0.14 -0.04
C 0.50824 -0.12240 0.36420 -0.19 0.25 -0.30
C -0.06164 -0.25898 -0.95074 0.14 0.07 0.03
O -0.69869 0.92190 -1.26520 -0.01 -0.12 -0.13
N -0.62381 1.76312 -0.19069 0.20 -0.09 0.37
C 0.07122 1.20060 0.74838 -0.06 0.09 -0.06
H -0.70953 -1.36494 -0.43050 0.00 0.03 -0.16
H 0.42968 -0.72386 -1.80115 -0.07 0.00 0.14
H 0.23197 1.71979 1.68352 -0.01 -0.08 -0.12
```
Positions in Å, forces in eV/Å.

Properties
* LUMO: -0.83 eV
* gap between HOMO and LUMO: 9.19 eV
* HOMO energy: -10.026 eV
* 2S+1: 1

Taken from the natural (NBO) analysis, the atomic charges in e are: -0.066, -0.251, 0.017, -0.102, -0.288, -0.013, -0.061, 0.266, 0.259, 0.240

---

Energy relative to the best compared isomer or geometry (same formula, charge and spin) / kcal/mol: 0.0, 51.1, 0.0, 16.2, 61.9, 47.6, 71.5, 131.3, 133.1, 109.5, 0.0, 2.8, 47.7, 165.2
F_max / hartree/bohr: 0.0824, 0.0625, 0.1399, 0.0317, 0.0897, 0.0709, 0.1012, 0.0234, 0.0654, 0.0700, 0.0950, 0.0849, 0.2234, 0.0086
Calculated total energy / eV: -34745.4762, -38836.1094, -26307.8997, -27805.2421, -21847.4186, -13382.3269, -6717.6216, -6715.0295, -6714.9528, -13793.7427, -13794.2535, -16775.0794, -8767.9366, -8762.8406